[1]
This record from the Open Molecules 2025 dataset describes C32H30IrN3O6P3S2Se2 as an isolated structure. The level of theory is the ωB97M-V functional and the def2-TZVPD basis.

Results
ΔE to the lowest compared entry with this formula, charge and spin ... 2.15 kcal per mole
HOMO level (spin up / spin down) ... -1.50 / -1.87 eV
Net charge ... -2
LUMO energy (spin up / spin down) ... 3.680 / 3.678 eV
Multiplicity ... 2
Expectation value of S² ... 0.755

Element x y z (Å)
Ir -2.98 -0.07 0.99
O -4.06 -2.03 4.34
C -3.93 -1.58 3.21
O -2.78 -1.28 2.68
C -5.16 -1.35 2.28
O -6.19 -1.97 2.46
O -4.98 -0.46 1.36
C -5.46 5.64 -2.04
C -4.63 5.58 -0.77
O -3.88 4.37 -0.73
P -4.32 3.15 0.25
S -3.32 1.63 -0.64
S -6.24 3.08 0.55
O -3.54 3.64 1.58
C -3.61 2.86 2.78
C -2.42 3.21 3.64
H -6.04 6.57 -2.07
H -6.14 4.79 -2.06
H -4.81 5.60 -2.92
H -5.28 5.66 0.11
H -3.90 6.40 -0.73
H -3.58 1.79 2.54
H -4.56 3.06 3.27
H -1.50 2.98 3.11
H -2.45 2.62 4.56
H -2.43 4.27 3.90
Se 3.76 -1.50 2.08
P 2.97 -0.28 0.54
C 3.65 1.41 0.49
C 4.70 1.76 1.33
C 5.21 3.05 1.29
C 4.68 3.99 0.43
C 3.62 3.64 -0.40
C 3.10 2.36 -0.37
C 3.44 -1.00 -1.08
C 3.32 -2.38 -1.22
C 3.72 -3.01 -2.39
C 4.27 -2.27 -3.42
C 4.43 -0.90 -3.28
C 4.01 -0.27 -2.11
C 1.21 0.04 0.62
C -0.01 -0.59 0.34
N -0.96 0.23 0.86
N -0.37 1.28 1.41
N 0.93 1.18 1.28
P -0.58 -2.16 -0.30
Se -2.70 -2.23 -0.48
C 0.09 -3.39 0.85
C -0.37 -3.28 2.17
C 0.11 -4.15 3.13
C 1.03 -5.13 2.80
C 1.47 -5.26 1.49
C 1.00 -4.39 0.52
C 0.17 -2.41 -1.93
C 0.07 -3.65 -2.55
C 0.51 -3.82 -3.86
C 1.02 -2.73 -4.56
C 1.08 -1.49 -3.96
C 0.66 -1.32 -2.65
H 5.09 1.01 2.00
H 6.02 3.32 1.96
H 5.08 5.00 0.41
H 3.18 4.38 -1.06
H 2.24 2.11 -0.98
H 2.94 -2.96 -0.39
H 3.59 -4.08 -2.49
H 4.59 -2.76 -4.34
H 4.87 -0.31 -4.07
H 4.15 0.80 -2.01
H -1.11 -2.53 2.43
H -0.25 -4.05 4.15
H 1.41 -5.80 3.57
H 2.19 -6.02 1.23
H 1.35 -4.50 -0.50
H -0.37 -4.49 -2.02
H 0.44 -4.79 -4.33
H 1.36 -2.86 -5.58
H 1.47 -0.64 -4.51
H 0.70 -0.35 -2.18


[2]
This record from the Open Molecules 2025 dataset describes C32H30N6OPbS3Se as an isolated structure. The level of theory is the ωB97M-V functional and the def2-TZVPD basis.

Results
ΔE to the lowest compared entry with this formula, charge and spin ... 15.55 kcal per mole
HOMO level ... -7.99 eV
Net charge ... 0
LUMO energy ... -0.004 eV

Element x y z (Å)
Pb -0.03 -0.45 -0.58
C 5.28 1.20 -1.77
C 5.77 1.84 -0.50
C 6.77 2.81 -0.54
C 7.27 3.39 0.62
C 6.78 3.00 1.85
C 5.76 2.07 1.92
C 5.25 1.49 0.76
N 4.22 0.52 0.87
C 2.94 0.67 0.40
N 2.67 1.88 -0.12
C 1.51 2.46 -0.69
C 0.32 1.77 -0.91
C -0.73 2.48 -1.49
C -0.62 3.82 -1.84
C 0.58 4.48 -1.61
C 1.65 3.82 -1.04
C 2.94 4.57 -0.80
N 2.08 -0.30 0.49
C 2.47 -1.50 1.17
C 2.07 -1.66 2.49
C 2.36 -2.82 3.19
C 3.04 -3.84 2.55
C 3.43 -3.68 1.23
C 3.17 -2.52 0.51
C 3.63 -2.40 -0.91
H 6.07 1.23 -2.53
H 4.41 1.70 -2.18
H 5.00 0.16 -1.61
H 7.18 3.09 -1.50
H 8.06 4.13 0.55
H 7.17 3.44 2.76
H 5.34 1.77 2.87
H 4.36 -0.25 1.50
H 3.45 2.52 -0.05
H -1.67 1.98 -1.69
H -1.45 4.34 -2.30
H 0.69 5.52 -1.88
H 2.85 5.60 -1.12
H 3.78 4.13 -1.35
H 3.22 4.58 0.26
H 1.53 -0.85 2.97
H 2.04 -2.93 4.22
H 3.26 -4.76 3.07
H 3.95 -4.49 0.73
H 3.38 -3.30 -1.47
H 4.72 -2.28 -0.95
H 3.17 -1.56 -1.42
S -4.32 -4.86 1.06
C -4.32 -3.23 0.81
S -3.12 -2.19 1.53
C -3.83 -0.83 0.74
N -4.86 -1.10 0.02
N -5.13 -2.44 0.05
C -6.26 -2.85 -0.73
C -7.11 -3.85 -0.28
C -8.21 -4.21 -1.06
C -8.45 -3.57 -2.27
C -7.60 -2.56 -2.70
C -6.50 -2.20 -1.93
S -3.17 0.78 0.77
H -6.93 -4.35 0.65
H -8.87 -4.99 -0.71
H -9.31 -3.85 -2.87
H -7.78 -2.06 -3.64
H -5.84 -1.42 -2.26
C -1.37 1.00 2.62
O -2.78 0.86 2.38
H -1.27 1.23 3.67
H -0.94 1.80 2.01
H -0.85 0.06 2.40
Se 0.94 -0.81 -3.17
C 1.05 -2.63 -2.93
N 1.14 -3.77 -2.74


Max |F|
In order: 0.7, 0.3
Unit: eV/A